(1)
78
Properties=species:S:1:pos:R:3:lowdin_charge:R:1 method="wB97M-V/def2-TZVPD" relative_energy_kcal_mol=7.5 largest_force_ev_per_a=0.3 multiplicity=1 charge=+1 e_homo_ev=-11.30 lumo_energy_ev=-2.85 gap_ev=8.46
Zn -0.61 0.05 -0.61 0.619
O -0.32 2.28 -3.97 0.095
C -0.59 1.71 -2.94 -0.572
O 0.21 0.96 -2.24 -0.153
C -2.02 1.76 -2.41 -0.168
C -3.02 2.47 -3.06 0.015
C -4.32 2.32 -2.63 -0.036
C -4.61 1.44 -1.60 0.002
C -3.55 0.77 -1.00 -0.186
N -2.29 0.96 -1.38 0.111
C -3.79 -0.38 -0.06 -0.469
O -4.88 -0.82 0.15 0.151
O -2.65 -0.94 0.38 -0.004
H -2.74 3.10 -3.90 0.133
H -5.12 2.86 -3.12 0.124
H -5.61 1.23 -1.27 0.134
N 0.76 -1.31 -3.75 0.155
C -0.56 -2.01 -3.92 -0.157
P -0.92 -2.85 -2.31 0.422
O -0.24 -4.16 -2.28 -0.299
O -0.48 -1.78 -1.32 -0.398
C -2.72 -3.01 -2.13 -0.269
N -2.98 -3.36 -0.72 -0.019
H 0.65 -0.46 -3.14 0.095
H 1.15 -1.00 -4.64 0.170
H 1.45 -1.93 -3.29 0.117
H -0.46 -2.73 -4.73 0.106
H -1.29 -1.24 -4.19 0.104
H -3.10 -3.76 -2.83 0.101
H -3.21 -2.05 -2.35 0.089
H -3.96 -3.58 -0.59 0.104
H -2.74 -1.94 0.23 0.089
H -2.45 -4.18 -0.47 0.099
C 3.42 3.52 2.06 -0.064
C 2.61 3.49 0.93 -0.058
C 1.98 2.32 0.55 -0.112
C 2.16 1.16 1.30 -0.376
C 2.97 1.18 2.43 -0.068
C 3.60 2.36 2.81 -0.065
P 1.28 -0.33 0.77 1.093
C 2.40 -1.18 -0.39 -0.342
C 3.27 -0.43 -1.18 -0.073
C 4.00 -1.04 -2.19 -0.073
C 3.85 -2.40 -2.43 -0.086
C 2.97 -3.15 -1.65 -0.079
C 2.25 -2.55 -0.64 -0.104
C 1.06 -1.41 2.19 -0.362
C -0.20 -1.52 2.77 -0.094
C -0.39 -2.32 3.89 -0.059
C 0.68 -3.02 4.42 -0.059
C 1.94 -2.93 3.85 -0.058
C 2.13 -2.13 2.73 -0.094
H 3.90 4.44 2.35 0.111
H 2.47 4.39 0.34 0.114
H 1.34 2.31 -0.33 0.092
H 3.11 0.29 3.03 0.100
H 4.22 2.38 3.69 0.111
H 3.39 0.63 -1.00 0.105
H 4.69 -0.45 -2.78 0.111
H 4.42 -2.88 -3.21 0.111
H 2.84 -4.21 -1.85 0.117
H 1.55 -3.13 -0.06 0.113
H -1.04 -0.99 2.33 0.083
H -1.37 -2.40 4.33 0.113
H 0.53 -3.64 5.29 0.112
H 2.77 -3.48 4.26 0.113
H 3.11 -2.07 2.27 0.116
I -3.27 4.36 0.35 0.954
C -1.84 3.86 1.79 -0.784
C -1.48 4.83 2.72 -0.133
C -0.58 4.47 3.71 -0.050
C -0.09 3.17 3.73 -0.048
C -0.51 2.30 2.75 -0.152
N -1.36 2.63 1.77 0.026
H -1.91 5.82 2.68 0.094
H -0.27 5.19 4.45 0.116
H 0.60 2.84 4.49 0.111
H -0.17 1.27 2.75 0.076



(2)
70
Properties=species:S:1:pos:R:3:lowdin_charge:R:1 method="wB97M-V/def2-TZVPD" relative_energy_kcal_mol=148.8 largest_force_ev_per_a=1.8 multiplicity=1 charge=0 e_homo_ev=-5.36 lumo_energy_ev=-1.92 gap_ev=3.44
C 3.91 -3.80 2.44 -0.159
C 5.06 -2.86 2.14 -0.148
N 4.68 -1.50 2.42 -0.067
C 5.64 -0.43 2.58 -0.114
C 4.75 0.84 2.72 -0.078
C 3.35 0.34 2.59 -0.134
C 2.13 0.96 2.65 0.068
C 0.92 0.18 2.54 -0.168
C -0.32 0.81 2.81 0.092
C -1.60 0.18 2.86 -0.177
C -2.78 0.95 2.60 0.069
C -4.01 0.33 2.52 -0.133
C -4.07 -1.07 2.69 -0.122
N -5.35 -1.52 2.62 -0.070
C -5.73 -2.88 2.88 -0.148
C -4.57 -3.82 2.59 -0.159
C -3.22 -3.35 3.16 -0.131
C -2.96 -1.88 2.98 -0.133
C -1.75 -1.22 3.15 0.036
C -6.29 -0.45 2.45 -0.115
C -5.40 0.82 2.35 -0.076
C 1.06 -1.20 2.13 0.047
C 2.29 -1.86 2.15 -0.128
C 3.41 -1.05 2.39 -0.122
C 2.54 -3.32 1.91 -0.130
H 4.14 -4.78 1.99 0.116
H 3.83 -3.94 3.52 0.121
H 5.94 -3.11 2.75 0.130
H 5.37 -2.97 1.08 0.134
H 6.26 -0.59 3.48 0.127
H 6.31 -0.37 1.72 0.127
H 4.92 1.31 3.69 0.125
H 5.01 1.56 1.94 0.126
H 2.06 2.05 2.77 0.118
H -0.31 1.89 2.84 0.074
H -2.69 2.02 2.38 0.139
H -6.05 -3.01 3.93 0.135
H -6.59 -3.12 2.24 0.130
H -4.81 -4.81 3.00 0.115
H -4.47 -3.92 1.50 0.120
H -3.19 -3.59 4.23 0.127
H -2.42 -3.92 2.68 0.119
H -0.88 -1.80 3.45 0.116
H -6.90 -0.59 1.54 0.125
H -6.99 -0.39 3.30 0.128
H -5.69 1.53 3.13 0.127
H -5.56 1.31 1.38 0.124
H 0.18 -1.73 1.78 0.119
H 2.48 -3.54 0.83 0.127
H 1.76 -3.91 2.39 0.119
C 1.38 4.42 5.68 -0.091
C 0.10 4.48 4.91 -0.303
C 0.16 4.24 3.54 -0.311
N 0.32 4.13 2.37 0.097
C -1.02 5.22 5.44 -0.191
C -1.12 5.61 6.82 -0.042
C -2.25 6.23 7.32 -0.016
C -3.32 6.55 6.46 -0.202
N -4.55 7.02 7.00 -0.351
O -5.50 7.25 6.21 -0.001
O -4.65 7.16 8.24 0.001
C -3.20 6.31 5.08 -0.019
C -2.09 5.66 4.57 -0.042
H 1.22 4.65 6.73 0.050
H 1.88 3.45 5.59 0.061
H 2.06 5.18 5.26 0.081
H -0.29 5.46 7.50 0.086
H -2.36 6.46 8.38 0.113
H -4.03 6.62 4.42 0.112
H -1.99 5.56 3.48 0.098



(3)
75
Properties=species:S:1:pos:R:3:lowdin_spin:R:1 method="wB97M-V/def2-TZVPD" largest_force_ev_per_a=0.9 s_squared=3.7770 multiplicity=4 charge=+3 e_homo_ev="-16.27 / -16.27" lumo_energy_ev="-9.36 / -9.80" gap_ev="6.91 / 6.47"
Cr 0.74 0.14 0.43 2.913
C 0.71 2.74 -3.25 0.000
O -0.36 1.73 -3.20 0.007
C -0.25 1.15 -2.04 0.007
N 0.71 1.47 -1.25 -0.010
C 1.57 2.45 -1.99 0.003
C 1.96 3.73 -1.29 0.000
C 2.64 4.69 -2.03 0.000
C 3.05 5.87 -1.43 0.000
C 2.79 6.11 -0.09 0.000
C 2.11 5.16 0.65 0.000
C 1.70 3.97 0.05 0.000
C -1.18 0.06 -1.69 0.008
C -2.26 -0.40 -2.43 0.000
C -2.97 -1.48 -1.93 0.014
C -2.60 -2.08 -0.73 0.000
C -1.51 -1.56 -0.07 0.007
N -0.83 -0.51 -0.54 -0.026
C -0.96 -1.98 1.24 0.010
N 0.05 -1.35 1.74 -0.016
C 0.17 -1.79 3.16 0.002
C -0.74 -3.04 3.17 -0.001
O -1.55 -2.90 1.93 0.009
C 1.56 -2.09 3.67 0.000
C 2.57 -2.53 2.83 0.000
C 3.81 -2.87 3.35 0.000
C 4.04 -2.77 4.72 0.000
C 3.02 -2.34 5.56 0.000
C 1.78 -1.99 5.04 0.000
H 0.24 3.71 -3.22 0.000
H 1.24 2.61 -4.19 0.000
H 2.47 1.90 -2.26 0.000
H 2.87 4.52 -3.08 0.000
H 3.58 6.61 -2.02 0.000
H 3.11 7.03 0.37 0.000
H 1.88 5.34 1.69 0.000
H 1.14 3.25 0.61 0.000
H -2.52 0.09 -3.36 0.000
H -3.83 -1.86 -2.48 0.001
H -3.13 -2.93 -0.32 0.000
H -0.27 -0.99 3.76 0.000
H -1.42 -3.09 4.01 0.000
H -0.17 -3.96 3.09 0.000
H 2.38 -2.63 1.77 0.000
H 4.60 -3.21 2.70 0.000
H 5.00 -3.04 5.13 0.000
H 3.20 -2.26 6.63 0.000
H 1.00 -1.64 5.70 0.000
Br 2.41 1.03 2.30 0.001
C 0.71 1.85 2.59 0.010
C 0.46 2.74 3.60 -0.002
C -0.81 3.30 3.62 0.010
C -1.74 2.95 2.65 -0.001
C -1.39 2.04 1.68 0.006
N -0.16 1.49 1.65 -0.016
H 1.22 2.99 4.33 -0.001
H -1.06 4.02 4.39 0.000
H -2.73 3.39 2.64 0.000
H -2.08 1.74 0.90 0.000
C 4.08 -1.45 -3.28 0.000
C 4.32 -1.40 -1.78 -0.001
S 3.06 -2.05 -0.67 0.009
O 1.97 -0.95 -0.66 0.050
C 2.32 -3.44 -1.54 0.003
C 1.31 -3.08 -2.63 0.001
H 4.96 -1.02 -3.76 0.000
H 3.22 -0.86 -3.58 0.000
H 3.98 -2.47 -3.65 0.000
H 4.45 -0.38 -1.41 0.000
H 5.21 -1.97 -1.48 0.000
H 1.86 -4.01 -0.74 0.000
H 3.17 -4.02 -1.91 0.000
H 0.58 -2.35 -2.26 0.000
H 0.77 -3.99 -2.91 0.000
H 1.77 -2.68 -3.52 0.000